#a
A 2-piece molecular cluster, C4H10N2 overall, computed with ωB97M-V with the def2-TZVPD basis set.

Last column: natural (NBO) charge in e.
Cartesian coordinates (Å):
C -0.42208 -0.27153 0.34394  0.181
C -0.79287 1.20853 -0.00247  -0.605
C -0.81068 -0.60405 1.74398  -0.633
C 1.99398 0.12423 -1.46858  -0.429
N -0.64196 -1.11801 -0.80321  -0.468
N 0.63621 -1.03824 -0.26354  -0.244
H -1.79454 1.39715 0.10282  0.208
H -0.45891 1.56191 -1.09939  0.212
H -0.20812 1.81057 0.71071  0.200
H -1.03357 -1.66548 1.68043  0.220
H -1.77774 -0.10007 1.87808  0.212
H -0.04375 -0.19059 2.43462  0.232
H 1.76559 1.11855 -1.25631  0.172
H 2.87461 -0.30773 -0.94409  0.215
H 1.71471 0.10506 -2.47388  0.193
H -1.00088 -2.03029 -0.58311  0.335


#b
A 2-piece molecular cluster, C4H10N2 overall, computed with ωB97M-V with the def2-TZVPD basis set.

Last column: natural (NBO) charge in e.
Cartesian coordinates (Å):
H -4.32676 -1.21211 -2.25517  0.343
N -3.89976 -1.14079 -1.35789  -0.677
C -2.91460 -0.38971 -1.52550  0.283
N -2.15473 0.31155 -0.56210  -0.807
H -2.43211 -0.37269 -2.51259  0.115
H -2.78170 0.93073 -0.03605  0.380
H -1.59769 0.99794 -1.12345  0.364
C 2.03333 1.39767 1.53563  -0.416
C 1.87585 0.40967 0.64049  -0.165
C 2.48812 -1.02104 0.80024  -0.661
H 1.80574 2.47113 1.35138  0.203
H 2.24889 1.19079 2.62827  0.194
H 1.55415 0.61222 -0.40147  0.190
H 2.16734 -1.89445 0.17894  0.223
H 2.39386 -1.26043 1.88921  0.213
H 3.54007 -1.03049 0.75006  0.220

- SMILES string = [H]/N=C/N.C=CC


#c
A 2-piece molecular cluster, C4H10N2 overall, computed with ωB97M-V with the def2-TZVPD basis set.

Last column: natural (NBO) charge in e.
Cartesian coordinates (Å):
H 1.83138 0.51378 -1.54492  0.340
N 2.12308 -0.46004 -1.34650  -0.692
C 2.20337 -0.47274 -0.05643  0.279
N 2.19748 -1.68327 0.73558  -0.841
H 2.07476 0.37401 0.60320  0.147
H 1.94168 -2.57625 0.27640  0.390
H 1.78714 -1.58949 1.62674  0.378
C -2.19500 1.84472 1.07445  -0.432
C -2.44335 0.65709 0.45545  -0.158
C -1.76263 0.18823 -0.85496  -0.668
H -2.82538 2.23544 1.86156  0.197
H -1.77672 2.75057 0.53699  0.191
H -3.15121 -0.03682 0.96098  0.200
H -2.50549 -0.28050 -1.54216  0.218
H -1.39463 0.93782 -1.54926  0.221
H -1.03986 -0.62918 -0.66411  0.229

- SMILES string = [H]/N=C/N.C=CC


#d
A 2-piece molecular cluster, C4H10N2 overall, computed with ωB97M-V with the def2-TZVPD basis set.

Last column: natural (NBO) charge in e.
Cartesian coordinates (Å):
C 0.67249 0.32303 2.08041  -0.415
C 1.76921 0.61743 1.40851  -0.162
C 1.94637 0.37486 -0.05288  -0.662
H -0.17878 -0.12221 1.59210  0.195
H 0.57916 0.51170 3.13706  0.193
H 2.61724 1.06316 1.91538  0.186
H 1.04319 -0.05104 -0.48285  0.237
H 2.78140 -0.30563 -0.22053  0.211
H 2.17949 1.30964 -0.56309  0.209
C -1.89746 0.51371 -0.91381  -0.188
N -1.25169 -0.55940 -1.07316  -0.221
N -1.87111 -1.68699 -1.44464  -0.629
H -1.36246 1.36780 -0.54058  0.189
H -2.96476 0.61813 -1.12139  0.142
H -2.80716 -1.61853 -1.84149  0.340
H -1.25511 -2.35566 -1.87905  0.374

- SMILES string = C=CC.C=NN


Quick one: most stable of them? #c


#a
One molecule with the formula C4H10N2, computed with ωB97M-V with the def2-TZVPD basis set.

Last column: natural (NBO) charge in e.
Cartesian coordinates (Å):
C 1.24328 -1.12079 0.77614  -0.371
C 0.55450 -0.30596 -0.03552  -0.031
C 1.25108 0.57687 -1.03760  -0.654
C -0.91483 -0.62709 -0.38162  -0.266
N -1.76353 0.52486 -0.08513  -0.464
N -1.49761 1.08852 1.17390  -0.647
H 2.32026 -1.08674 0.83272  0.195
H 0.74636 -1.79008 1.46025  0.196
H 0.96680 0.32323 -2.05820  0.216
H 0.97656 1.61978 -0.87000  0.218
H 2.33124 0.49634 -0.96055  0.219
H -1.26539 -1.45150 0.24625  0.190
H -1.03808 -0.87170 -1.43971  0.208
H -1.60229 1.25465 -0.77363  0.337
H -1.93681 0.47918 1.86244  0.339
H -0.37152 0.89041 1.29025  0.316

- SMILES string = C=C(C)CNN


#b
One molecule with the formula C4H10N2, computed with ωB97M-V with the def2-TZVPD basis set.

Last column: natural (NBO) charge in e.
Cartesian coordinates (Å):
C -0.43578 -0.36569 -0.05978  0.162
C -1.23979 0.95057 0.07744  -0.670
C -1.10673 -1.62791 0.28284  -0.672
C 1.70472 0.83441 -0.25634  -0.437
N 1.64775 -1.58535 -0.13915  -0.650
N 0.91332 -0.41082 -0.15868  -0.081
H -0.74515 1.78147 0.57042  0.212
H -2.17938 1.03152 0.66218  0.239
H -1.50164 1.42956 -0.85855  0.225
H -0.86855 -1.74580 1.41492  0.233
H -0.88988 -2.62995 -0.21805  0.257
H -2.21362 -1.67429 0.07987  0.223
H 1.94758 0.82333 -1.48143  0.225
H 1.10762 1.67653 0.19826  0.226
H 2.65887 0.57653 0.21728  0.219
H 2.61422 -1.22976 -0.26383  0.291


Quick one: most stable of them? #a


#a
C4H10N2 as an isolated structure, computed with ωB97M-V with the def2-TZVPD basis set.

Last column: natural (NBO) charge in e.
Cartesian coordinates (Å):
C 2.42304 0.33276 -0.40564  -0.650
C 1.16488 0.28212 0.40084  -0.234
C 1.10873 0.23386 1.73655  -0.354
H -0.30389 -0.36574 -0.24618  0.223
H 2.50445 -0.54426 -1.05454  0.217
H 2.46403 1.23668 -1.01999  0.221
H 3.31348 0.34144 0.23006  0.218
H 0.14345 0.29946 2.23115  0.227
H 1.99259 0.08133 2.35133  0.192
N -2.41344 -0.24807 -1.50466  -0.845
C -1.68222 -0.38391 -0.35957  0.230
N -2.19707 -0.52144 0.81235  -0.757
H -1.99181 -0.50976 -2.38373  0.386
H -3.41808 -0.38815 -1.46750  0.378
H -3.22503 -0.50227 0.78735  0.310
H 0.11690 0.65594 -0.10782  0.237


#b
A 2-piece molecular cluster, C4H10N2 overall, computed with ωB97M-V with the def2-TZVPD basis set.

Last column: natural (NBO) charge in e.
Cartesian coordinates (Å):
C 1.18282 -0.95161 1.67194  -0.557
C 1.81469 0.22036 1.75338  0.029
N 1.36273 1.40130 1.22041  -0.817
H 0.18174 -0.85632 1.26375  0.176
H 1.35808 -1.84129 2.24966  0.211
H 2.76992 0.26615 2.25451  0.187
H 0.54100 1.40291 0.62806  0.387
H 2.04620 2.10166 0.99075  0.382
C -2.08488 0.79956 -1.51825  -0.535
C -1.71667 -0.46099 -1.32215  0.014
N -0.60806 -1.11877 -1.84442  -0.808
H -1.38331 1.51732 -1.94868  0.188
H -3.06347 1.14423 -1.22984  0.212
H -2.35279 -1.16603 -0.80104  0.185
H 0.20340 -0.54657 -2.03878  0.367
H -0.25138 -1.91192 -1.32928  0.378

- SMILES string = C=CN.C=CN


#c
C4H10N2 as an isolated structure, computed with ωB97M-V with the def2-TZVPD basis set.

Last column: natural (NBO) charge in e.
Cartesian coordinates (Å):
C 2.24390 0.65540 -0.06971  -0.449
C -0.22553 0.27937 0.05998  0.400
C 0.13033 -1.10211 -0.39309  -0.732
C -2.52516 -0.09693 0.32288  -0.442
H 2.71799 0.40708 0.86817  0.195
H 2.93494 1.43098 -0.67298  0.209
H 2.39585 -0.18816 -0.89445  0.221
H 0.77299 2.16267 0.58004  0.420
H -0.71518 -1.99301 0.24718  0.254
H 1.32113 -1.28533 0.10428  0.252
H 0.17447 -1.28823 -1.65454  0.259
H -2.44367 -1.01340 -0.61918  0.178
H -3.58203 0.72406 -0.04594  0.210
H -2.70623 -0.60136 1.56060  0.202
N 0.85736 1.20047 0.12355  -0.640
N -1.35117 0.70848 0.48319  -0.538


Quick one: most stable of them? #b


#a
C4H10N2 as an isolated structure, computed with ωB97M-V with the def2-TZVPD basis set.

Last column: natural (NBO) charge in e.
Cartesian coordinates (Å):
C -0.14985 1.65216 -1.35173  -0.408
C -0.41120 -0.61869 -0.60480  -0.210
C 0.33318 -1.00526 0.67558  -0.073
C 0.90761 0.42354 0.56684  -0.214
H 0.63171 2.47320 -1.18863  0.201
H -0.40788 1.55315 -2.43163  0.201
H -1.16828 1.98987 -0.93689  0.156
H -1.42705 -0.33958 -0.36836  0.162
H -0.53131 -1.26901 -1.46731  0.183
H 1.06788 -1.78451 0.34347  0.173
H -0.04417 -1.82985 2.58822  0.362
H -1.27126 -2.10166 1.46954  0.365
H 2.07697 0.52248 0.51625  0.187
H 0.48391 1.15952 1.26123  0.192
N 0.45300 0.50464 -0.80967  -0.437
N -0.54328 -1.32998 1.73788  -0.838


#b
A 2-piece molecular cluster, C4H10N2 overall, computed with ωB97M-V with the def2-TZVPD basis set.

Last column: natural (NBO) charge in e.
Cartesian coordinates (Å):
C 0.81258 2.01823 -2.02628  -0.530
C 0.82096 1.43601 -0.81658  0.003
N 1.85237 0.61195 -0.43555  -0.817
H 1.37190 1.53011 -2.86603  0.201
H 0.48646 3.10624 -2.06045  0.216
H 0.00346 1.68805 -0.09271  0.185
H 2.78757 1.05214 -0.60301  0.380
H 1.87209 0.55801 0.57881  0.366
C 0.03098 -1.83849 0.85579  -0.059
N -0.91512 -1.83318 1.72670  -0.424
C -2.27811 -1.30892 1.28587  -0.447
H 1.08450 -1.56687 1.14311  0.180
H -0.21904 -2.08234 -0.22004  0.145
H -2.01693 -0.74831 0.40811  0.185
H -3.09782 -2.04749 1.07040  0.205
H -2.59586 -0.57513 2.05186  0.212

- SMILES string = C=CN.C=NC


#c
One molecule with the formula C4H10N2, computed with ωB97M-V with the def2-TZVPD basis set.

Last column: natural (NBO) charge in e.
Cartesian coordinates (Å):
C 1.28076 -0.89677 -0.10946  -0.130
C 2.72575 -1.14466 0.06847  -0.634
C -2.74298 1.10889 0.08169  -0.612
C -1.43064 0.34202 -0.38853  -0.265
N 0.78875 0.26915 0.36481  -0.200
N -0.33850 0.95093 0.39455  -0.368
H 0.78161 -1.67834 -0.61849  0.207
H 2.95648 -0.64290 0.96671  0.205
H 3.42549 -0.73417 -0.80832  0.199
H 2.94391 -2.16542 0.07802  0.221
H -2.72734 0.86672 1.09231  0.209
H -2.65496 2.23148 -0.02441  0.209
H -3.69206 0.95629 -0.37645  0.208
H -1.44027 -0.78521 -0.04531  0.163
H -1.32027 0.40611 -1.46165  0.186
H 1.44426 0.91588 0.78605  0.402


Quick one: most stable of them? #a


#a
One molecule with the formula C4H10N2, computed with ωB97M-V with the def2-TZVPD basis set.

Last column: natural (NBO) charge in e.
Cartesian coordinates (Å):
C 1.39238 -0.44901 0.82916  -0.154
C 2.08570 0.57083 -0.03247  -0.652
C -2.46490 0.38275 -0.42161  -0.613
N 0.50556 -1.38588 0.43239  -0.215
C -0.96870 0.13736 -0.38084  -0.267
N -0.67407 -1.20889 -0.09735  -0.315
H 0.53887 -2.27162 0.93177  0.393
H 2.04211 -0.83241 1.60992  0.184
H -0.28822 0.70216 0.45458  0.170
H -0.48013 0.50528 -1.29166  0.183
H 2.21543 1.49844 0.53094  0.221
H 1.54179 0.81905 -0.94158  0.217
H 3.07826 0.21350 -0.30994  0.211
H -2.92930 -0.21947 -1.20283  0.216
H -2.91926 0.10820 0.52879  0.212
H -2.67553 1.42971 -0.63930  0.209


#b
One molecule with the formula C4H10N2, computed with ωB97M-V with the def2-TZVPD basis set.

Last column: natural (NBO) charge in e.
Cartesian coordinates (Å):
C -0.97771 -1.20671 0.31450  -0.628
C -0.11172 -0.01888 0.19698  0.079
C -0.95323 1.27362 0.05288  -0.626
C 0.83392 -0.08956 -1.04316  -0.221
N 2.04959 -0.14721 -0.14239  -0.491
N 1.12970 -0.05155 1.07394  -0.460
H -0.83935 -1.55468 1.35862  0.230
H -0.70762 -2.04269 -0.31214  0.212
H -1.93520 -0.75247 0.12340  0.209
H -0.47070 2.04015 -0.53229  0.216
H -1.12247 1.76609 1.02165  0.211
H -2.00011 0.97160 -0.28164  0.214
H 0.53333 -0.92953 -1.59269  0.182
H 0.81569 0.84285 -1.64236  0.181
H 2.61865 -1.02025 -0.02492  0.359
H 1.13724 0.91923 1.42962  0.334

- SMILES string = CC1(C)CNN1


Quick one: most stable of them? #b


#a
One molecule with the formula C2H3N3OS, computed with ωB97M-V with the def2-TZVPD basis set.

Last column: natural (NBO) charge in e.
Cartesian coordinates (Å):
S -2.31788 -0.09834 -0.40914  0.014
C -1.07367 0.10557 0.89131  -0.595
C 0.33166 0.15146 0.42754  0.477
N 1.07908 1.16006 0.06557  -0.314
N 2.22924 0.54049 -0.38226  -0.042
N 2.18079 -0.68670 -0.31149  0.103
O 0.94100 -1.03237 0.16423  -0.290
H -1.93914 0.93254 -1.17556  0.132
H -1.19405 -0.79154 1.50296  0.260
H -1.28048 1.05235 1.38915  0.255

- SMILES string = SCc1nnno1


#b
A 2-piece molecular cluster, C2H3N3OS overall, computed with ωB97M-V with the def2-TZVPD basis set.

Last column: natural (NBO) charge in e.
Cartesian coordinates (Å):
C -0.41910 -1.38047 -0.24893  0.022
C 1.24397 0.89668 0.02848  0.084
N -1.32610 -0.63634 -0.34665  -0.022
N 0.50805 1.75533 0.34260  -0.568
N -2.03188 0.37247 -0.24936  -0.547
O 2.91173 -0.99504 0.67103  -0.947
S 2.62327 0.06922 -0.30067  0.950
H -0.40233 -2.40436 -0.55624  0.229
H -0.52584 1.82359 -0.00735  0.431
H -2.58176 0.49892 0.66709  0.368


Quick one: most stable of them? #a